Below is a structure of composition C11H16CrN2O5, with properties calculated with ωB97M-V/def2-TZVPD.

## Properties
* Kohn-Sham gap (spin up / spin down): 6.8 / 4.6 eV
* relative energy (zero: lowest compared OMol25 entry of this formula, charge and spin): 0.0 kcal per mole
* ⟨S²⟩: 6.03
* charge: +2
* 2S+1: 5
* HOMO energy (spin up / spin down): -0.56592 / -0.56390 Eh

Last column: Mulliken charge in e.
Cartesian coordinates (Å):
Cr1 -0.01288 1.80442 -0.61395  -0.182
C1 0.01141 2.21583 1.20311  0.441
O1 0.02560 2.25180 2.37220  -0.153
C2 -0.02053 3.46999 -1.36646  0.579
O2 -0.02780 4.46037 -1.98685  -0.097
C3 -1.76897 1.51587 -1.19069  0.544
O3 -2.84781 1.36599 -1.61443  -0.129
C4 1.72640 1.51200 -1.23845  0.542
O4 2.79273 1.35992 -1.69273  -0.128
C5 -0.02163 -0.01579 -5.00149  -0.504
H1 0.91495 -0.57664 -4.88317  0.269
H2 -0.95557 -0.57556 -4.85990  0.268
C6 -0.02477 1.29233 -5.29978  -0.558
H3 -0.96154 1.85373 -5.41303  0.282
H4 0.90920 1.85300 -5.43742  0.282
C7 -2.33924 -1.11971 0.85577  -1.061
N1 -1.18297 -1.09567 1.74088  0.143
C8 -1.45705 -1.38172 3.14613  -0.948
C9 0.00569 -0.74266 1.19294  0.695
O5 -0.00768 -0.11582 0.07152  -0.554
N2 1.20631 -1.10700 1.70530  0.138
C10 1.51641 -1.40661 3.10027  -0.940
C11 2.33807 -1.12730 0.78899  -1.050
H5 -3.03485 -1.84867 1.29163  0.510
H6 -2.04900 -1.45508 -0.15044  0.307
H7 -2.83033 -0.13619 0.78137  0.198
H8 -0.96929 -2.31332 3.47333  0.310
H9 -1.18388 -0.52727 3.78767  0.340
H10 -2.54231 -1.51185 3.21321  0.403
H11 1.02287 -2.33193 3.43633  0.309
H12 2.60064 -1.55510 3.13459  0.395
H13 1.27710 -0.55199 3.75472  0.341
H14 2.01904 -1.45503 -0.21124  0.304
H15 2.82818 -0.14376 0.70886  0.196
H16 3.04349 -1.86058 1.20123  0.506

---

Below is a structure of composition C11H16F15NO17S5Sr, with properties calculated with ωB97M-V/def2-TZVPD.

## Properties
* Kohn-Sham gap: 6.0 eV
* charge: -2
* 2S+1: 1
* HOMO energy: -0.13863 Eh

Last column: Mulliken charge in e.
Cartesian coordinates (Å):
Sr1 -0.89886 0.68670 -0.50551  2.394
C1 3.15614 -2.31534 4.66025  -0.912
O1 2.82491 -2.55829 3.30723  -0.223
C2 3.93497 -2.39304 2.45213  -0.800
C3 3.47876 -2.25456 1.01063  -0.046
N1 2.53202 -3.37459 0.56965  -0.117
H1 2.83008 -3.82515 -0.29945  0.478
H2 2.68598 -4.10006 1.28451  0.419
C4 1.03362 -3.14978 0.46704  -1.100
C5 0.75798 -2.24959 -0.68904  0.134
O2 1.25835 -0.96495 -0.41655  0.871
C6 2.17797 -0.41509 -1.40179  -1.151
H3 2.47145 -1.60756 5.09838  0.280
H4 4.15914 -1.87342 4.77106  0.395
H5 3.18360 -3.25447 5.22444  0.281
H6 4.68101 -3.18762 2.59586  0.409
H7 4.38521 -1.40288 2.61926  0.532
H8 4.33373 -2.40194 0.34781  0.350
H9 3.01584 -1.30128 0.81220  -0.199
H10 0.69099 -2.78293 1.43709  0.394
H11 0.54711 -4.11979 0.35964  0.404
H12 -0.32159 -2.17831 -0.85886  -0.236
H13 1.15533 -2.68640 -1.61905  0.577
H14 1.69782 -0.37869 -2.38362  0.322
H15 3.10800 -1.00247 -1.42729  0.395
H16 2.37780 0.60571 -1.08379  0.159
C7 2.24816 1.84731 2.75122  0.489
F1 3.49141 2.28275 2.69324  -0.268
F2 2.26777 0.53866 2.37717  -0.298
F3 1.88867 1.79806 4.03550  -0.246
S1 1.03410 2.82250 1.72877  1.161
O3 1.61614 4.11506 1.62423  -0.695
O4 0.95833 2.10744 0.44796  -0.725
O5 -0.16162 2.74204 2.48271  -0.685
C8 -4.36986 3.93348 -1.73037  0.501
F4 -5.66083 4.06615 -1.39977  -0.287
F5 -4.30866 2.93168 -2.60502  -0.190
F6 -3.99956 5.04281 -2.36025  -0.276
S2 -3.34310 3.63177 -0.21875  1.074
O6 -4.32949 3.62706 0.82271  -0.692
O7 -2.72340 2.35265 -0.52376  -0.638
O8 -2.44335 4.74953 -0.24485  -0.713
C9 -3.55182 -0.65911 -3.80132  0.544
F7 -3.62304 0.63041 -3.66250  -0.149
F8 -4.78202 -1.16452 -3.74051  -0.242
F9 -3.04306 -0.93706 -5.01709  -0.241
S3 -2.52197 -1.37021 -2.48008  1.184
O9 -2.68090 -2.78646 -2.58643  -0.681
O10 -1.15004 -0.90615 -2.69159  -0.800
O11 -3.05134 -0.78124 -1.26556  -0.742
C10 -2.25653 -0.83230 3.80185  0.445
F10 -1.86087 0.18832 4.53857  -0.233
F11 -1.27664 -1.78904 3.87361  -0.266
F12 -3.32666 -1.33906 4.36391  -0.229
S4 -2.57134 -0.40825 2.02941  1.083
O12 -3.68745 -1.26736 1.76932  -0.698
O13 -2.79914 0.98477 1.93869  -0.540
O14 -1.37502 -0.84761 1.27073  -0.663
C11 -0.63941 2.59155 -4.84534  0.608
F13 -1.22517 1.50016 -5.30016  -0.243
F14 -0.12642 3.24235 -5.91996  -0.265
F15 -1.53296 3.35586 -4.30165  -0.218
S5 0.72633 2.18535 -3.70027  1.135
O15 0.06088 1.64253 -2.52985  -0.796
O16 1.51232 1.20078 -4.41579  -0.796
O17 1.36019 3.46312 -3.54094  -0.719

---

Below is a cluster of 3 separate species, C11H16F6NO8S in total, with properties calculated with ωB97M-V/def2-TZVPD.

## Properties
* Kohn-Sham gap: 7.0 eV
* relative energy (zero: lowest compared OMol25 entry of this formula, charge and spin): 16.3 kcal per mole
* charge: -1
* 2S+1: 1
* HOMO energy: -0.17501 Eh

Last column: Mulliken charge in e.
Cartesian coordinates (Å):
N1 4.09311 -0.22556 4.34260  -0.723
C1 2.88534 0.43651 3.87880  0.695
O1 2.62730 0.50297 2.71396  -0.487
C2 1.96003 0.99572 5.01067  -0.836
C3 0.49759 1.25224 4.53207  -0.440
S1 -0.41741 -0.34477 4.71743  1.129
O2 -1.03956 -0.43815 6.04846  -0.694
O3 -1.40032 -0.37640 3.61001  -0.700
O4 0.57249 -1.50190 4.43661  -0.711
H1 4.12272 -0.12943 5.35940  0.307
H2 3.92276 -1.22587 4.18736  0.292
H3 2.41753 1.94111 5.39422  0.462
H4 1.93107 0.26202 5.85379  0.320
H5 0.49901 1.49456 3.44746  0.031
H6 -0.00937 2.07622 5.08942  0.362
C4 -0.25053 0.47100 -0.51461  -0.929
C5 0.57476 1.33447 -1.44306  -0.267
O5 -0.14495 2.52484 -1.82602  -0.308
C6 -0.16003 3.51656 -0.93467  0.372
O6 0.36965 3.48568 0.13574  -0.516
C7 -0.91946 4.71841 -1.49829  0.889
F1 -2.08700 4.36480 -2.06364  -0.247
F2 -0.20426 5.35296 -2.44876  -0.268
F3 -1.20552 5.62582 -0.55780  -0.248
H7 -1.21519 0.24023 -0.96569  0.151
H8 0.26790 -0.46101 -0.29235  0.368
H9 -0.45437 0.98263 0.42679  0.324
H10 0.78048 0.78906 -2.36528  0.290
H11 1.53815 1.59500 -1.00086  0.374
C8 -1.42405 -4.80106 -3.24720  -1.111
C9 -0.60203 -3.92999 -4.17501  -0.222
O7 -1.32426 -2.74312 -4.54299  -0.350
C10 -1.33304 -1.76167 -3.63396  0.351
O8 -0.79420 -1.81734 -2.56917  -0.448
C11 -2.09516 -0.54927 -4.17146  0.932
F4 -3.26675 -0.89565 -4.73427  -0.271
F5 -1.38516 0.09731 -5.11502  -0.275
F6 -2.37265 0.33896 -3.21562  -0.225
H12 -2.39226 -5.03064 -3.69672  0.306
H13 -0.90213 -5.73460 -3.03359  0.360
H14 -1.62302 -4.29427 -2.30230  0.328
H15 -0.39963 -4.46767 -5.10147  0.323
H16 0.36244 -3.67070 -3.73501  0.311

---

Below is a structure of composition C11H16MgN2O5, with properties calculated with ωB97M-V/def2-TZVPD.

## Properties
* Kohn-Sham gap: 7.4 eV
* relative energy (zero: lowest compared OMol25 entry of this formula, charge and spin): 0.0 kcal per mole
* charge: +2
* 2S+1: 1
* HOMO energy: -0.57695 Eh

Last column: Mulliken charge in e.
Cartesian coordinates (Å):
Mg1 -0.60225 -0.61366 -0.51599  1.619
O1 -1.20394 -2.89798 1.88806  -0.084
C1 -1.23634 -2.35263 0.87372  0.092
C2 -1.64325 0.33354 -2.36877  0.205
O2 -1.87544 1.03159 -3.26371  -0.140
C3 -2.82219 -0.28761 0.30387  0.102
O3 -3.65563 0.03273 1.03286  -0.122
C4 -1.09621 -2.59145 -1.89391  0.152
O4 -1.13839 -3.59734 -2.46758  -0.136
C5 -4.90130 -3.11324 -1.03593  -0.570
H1 -4.46797 -4.10802 -1.17215  0.287
H2 -5.26735 -2.87547 -0.03725  0.300
C6 -5.00206 -2.24414 -2.05569  -0.544
H3 -5.42664 -1.23452 -1.93760  0.292
H4 -4.64316 -2.48729 -3.07451  0.279
C7 2.28657 -0.83424 -0.45978  -0.806
N1 2.75192 0.29960 0.34493  0.068
C8 4.11807 0.80215 0.11138  -1.057
C9 1.69457 0.99861 0.79829  0.686
O5 0.53419 0.44833 0.64206  -0.800
N2 1.66155 2.18861 1.40903  0.142
C10 2.76800 2.92158 2.01730  -0.934
C11 0.32476 2.74685 1.50603  -0.997
H5 3.14785 -1.26408 -0.95695  0.451
H6 1.55256 -0.49284 -1.21816  0.255
H7 1.80289 -1.53510 0.22680  0.226
H8 4.12198 1.86178 -0.19610  0.403
H9 4.71851 0.67397 1.02707  0.357
H10 4.49528 0.15433 -0.69631  0.352
H11 2.83796 3.91491 1.54376  0.331
H12 2.54758 3.04727 3.09420  0.339
H13 3.70905 2.38777 1.90946  0.341
H14 -0.35276 2.34869 0.75418  0.191
H15 -0.11011 2.51728 2.47221  0.346
H16 0.37170 3.82000 1.39517  0.373

---

- Number 4 is which compound?
  C11H16MgN2O5

---

- What is the charge in the second record?
  -2